1.
{
  "formula": "H37O18",
  "method": "ωB97M-V with the def2-TZVPD basis set",
  "elements": ["O", "H", "H", "O", "H", "O", "H", "H", "O", "H", "H", "O", "H", "H", "O", "H", "H", "O", "H", "H", "O", "H", "H", "O", "H", "H", "O", "H", "H", "O", "H", "H", "O", "H", "H", "O", "H", "H", "O", "H", "H", "O", "H", "H", "O", "H", "H", "O", "H", "H", "O", "H", "H", "H", "H"],
  "xyz": [[-1.44364, -2.74894, 1.96994], [1.98347, -2.82369, 3.45419], [-0.80734, -2.22469, 2.62452], [2.89883, 3.18048, -1.49421], [-1.41739, 6.22530, 1.75822], [5.34123, 1.36699, -0.56490], [6.04964, 1.68956, -1.15492], [-1.82041, -2.44922, -5.12133], [-4.25478, 0.17876, 2.10287], [3.09654, 2.35372, -1.43205], [-5.06138, -0.22415, 2.21471], [-2.80217, -1.73090, 0.19041], [-1.97761, -1.32813, -0.36359], [-2.09630, -2.11469, 1.22166], [-1.60875, 5.43847, 2.35363], [-0.80272, 5.52701, 3.04548], [-1.12067, -3.80738, -4.59166], [-3.99367, 4.10268, -1.20009], [1.30290, 3.69228, -0.89199], [-2.38867, -0.51897, -2.33238], [3.92958, 1.39902, -4.10303], [4.65161, 1.93209, -4.30640], [3.89364, 0.56609, -4.64478], [1.45963, -1.33621, 0.79044], [1.70616, -1.96914, 0.07607], [3.81857, -2.58153, -0.89952], [-1.03446, -2.86550, -4.69550], [-4.83641, 4.01294, -1.63634], [-4.38523, 0.91187, 1.43409], [-0.44961, -1.49006, 3.79287], [-1.13959, -1.78853, 4.42160], [-0.27987, -0.49132, 3.97170], [-2.97991, -2.09696, 3.80702], [-3.29230, -1.42765, 3.16240], [-3.79047, -2.29047, 4.38864], [2.82524, -3.44860, 3.37046], [1.42903, -1.63371, 1.75915], [2.89171, -3.55814, 2.40622], [-0.92163, -0.22359, 0.95390], [-1.10173, 0.74281, 0.81030], [0.13153, -0.34993, 0.59043], [0.94009, -1.10276, -3.70487], [0.50883, -1.97619, -3.91202], [1.48714, -1.13310, -4.58543], [3.80147, -2.56519, 0.04411], [-2.03033, -2.92823, 2.76005], [-3.36403, -1.03643, 0.44003], [-1.79071, -0.30489, -1.64479], [4.89490, 0.74746, -1.21752], [-1.04772, 0.14788, -1.98998], [0.52796, 4.24351, -0.79100], [3.33360, 3.42459, -2.34705], [0.34373, 4.11331, 0.12559], [-3.97154, 4.85603, -0.71877], [4.76402, -2.28395, 0.30341]],
  "gap_ev": 9.7,
  "charge": 1,
  "relative_energy_kcal_mol": 151.74,
  "total_energy_ha": -1376.1464
}

2.
{
  "formula": "H38O19",
  "method": "ωB97M-V with the def2-TZVPD basis set",
  "elements": ["O", "H", "H", "O", "H", "H", "O", "H", "H", "O", "H", "H", "O", "H", "H", "O", "H", "H", "O", "H", "H", "O", "H", "H", "O", "H", "H", "O", "H", "H", "O", "H", "H", "O", "H", "H", "O", "H", "H", "O", "H", "H", "O", "H", "H", "O", "H", "H", "O", "H", "H", "O", "H", "H", "O", "H", "H"],
  "xyz": [[3.39767, -1.56512, -3.16043], [3.97050, -2.30955, -2.79069], [2.88503, -1.83347, -3.94291], [-0.13030, -3.41757, 0.40248], [0.78523, -3.70496, 0.22240], [0.06654, -3.83698, 1.28429], [1.21056, 1.77935, -0.28216], [2.02103, 1.92999, -0.81072], [1.50330, 1.22023, 0.46019], [-2.54421, -4.43281, -0.80349], [-2.81294, -3.82143, -1.44837], [-1.79187, -4.51371, -0.36156], [-0.75596, 2.22298, -2.27299], [-0.32754, 2.99716, -1.96146], [-0.38826, 1.53718, -1.65822], [0.42719, -0.33418, 3.21616], [0.86979, 0.55656, 2.91073], [-0.12728, -0.46202, 2.42675], [2.53687, 2.58812, -2.95358], [3.47791, 2.25494, -2.94722], [2.24419, 2.77466, -3.81551], [-1.77453, -1.98685, -2.14391], [-1.86665, -1.03058, -2.52180], [-0.88811, -2.08538, -1.90546], [-1.44789, 0.47338, 1.09557], [-2.14968, 0.00359, 1.61473], [-1.68806, 1.39070, 1.12607], [-4.19424, -0.69583, -0.63381], [-3.66013, 0.02005, -0.38549], [-4.04550, -0.95983, -1.53105], [-2.16674, 3.14537, 0.03047], [-1.54550, 3.23887, -0.66130], [-2.72211, 3.87325, 0.01553], [-3.15629, -3.24299, 1.99908], [-3.80952, -3.51483, 1.23881], [-2.33559, -3.23375, 1.51294], [2.12818, -3.49842, 2.79335], [1.63789, -3.21456, 3.53615], [2.36980, -2.58435, 2.61790], [-3.48788, -0.43528, 3.75726], [-2.62665, -0.73768, 3.52408], [-4.06954, -0.04714, 3.21879], [1.87770, 1.79382, 2.49756], [1.16418, 2.40194, 2.51623], [2.60138, 2.41051, 2.42193], [4.02026, 1.72515, 1.31095], [4.80038, 1.41309, 1.02108], [3.35876, 1.04891, 1.16851], [1.32448, -0.76990, -0.85687], [0.43646, -0.95059, -0.52080], [1.00773, -0.16258, -1.48498], [1.63301, 0.72966, -4.29803], [1.68695, 0.39625, -3.49586], [0.61705, 0.91151, -4.45378], [-0.19701, 4.92401, 1.25847], [0.48438, 4.76349, 0.71751], [0.16557, 4.85763, 2.18646]],
  "gap_ev": 10.2,
  "charge": 0,
  "relative_energy_kcal_mol": 162.57,
  "total_energy_ha": -1452.1807
}